Model P:
{"formula": "CH14O6", "method": "the ωB97M-V functional and the def2-TZVPD basis", "species": ["C", "O", "H", "H", "H", "H", "H", "H", "O", "H", "H", "O", "H", "H", "O", "H", "H", "O", "H", "H", "O"], "coordinates": [[1.05344, 1.82537, 0.62934], [-0.11445, 1.37516, 1.32178], [1.42524, 1.05221, -0.04524], [1.81614, 2.15447, 1.33577], [0.80143, 2.66670, -0.01743], [0.16537, 0.58514, 1.79249], [-0.24463, -2.77616, 0.19113], [0.91293, -2.17788, -0.59465], [0.71049, -2.66102, 0.22112], [0.75100, -0.65640, -1.93944], [1.71301, -1.89508, -2.06558], [1.19133, -1.38744, -1.43754], [-0.87654, 0.27807, -3.13846], [-0.99868, 0.81548, -1.63343], [-0.39502, 0.60872, -2.37809], [0.02785, -1.87338, 2.21973], [-0.64523, -1.44994, 3.53228], [-0.54736, -1.20006, 2.60718], [-2.89734, 1.96945, -0.40358], [-1.65998, 1.41750, 0.31100], [-2.18899, 1.32909, -0.50840]], "mulliken_charge": [-0.564, -0.557, 0.189, 0.314, 0.268, 0.310, 0.274, 0.439, -0.837, 0.404, 0.313, -0.554, 0.310, 0.402, -0.717, 0.346, 0.292, -0.660, 0.309, 0.419, -0.700], "homo_ev": -9.9843, "total_charge": 0, "e_lumo_ev": 0.6, "homo_lumo_gap_ha": 0.389, "multiplicity": 1}



Model Q:
{"formula": "CH14O6", "method": "the ωB97M-V functional and the def2-TZVPD basis", "species": ["C", "O", "H", "H", "H", "H", "H", "H", "O", "H", "H", "O", "H", "H", "O", "H", "H", "O", "H", "H", "O"], "coordinates": [[0.22088, 3.99113, 4.12219], [-0.82208, 4.12997, 3.06125], [0.21161, 2.92999, 4.27266], [1.11436, 4.14719, 3.51854], [-0.13919, 4.64114, 4.90221], [-0.93419, 5.08483, 3.04564], [2.02022, -1.24546, -1.56142], [3.10392, -2.42389, -1.46808], [2.19034, -2.16658, -1.31313], [0.51162, -3.96201, 2.33702], [1.30557, -2.65571, 2.15642], [1.30525, -3.50077, 2.61803], [-4.69106, -2.84089, 1.06447], [-4.40031, -2.19258, 2.29870], [-5.17844, -2.58199, 1.87322], [0.55867, 0.86847, -1.85896], [1.08285, 0.18526, -3.15815], [1.19250, 0.23138, -2.20074], [0.88292, 0.77725, -6.44462], [0.16917, 0.05674, -7.45594], [1.03992, 0.46581, -7.34678]], "mulliken_charge": [-0.471, -0.512, 0.183, 0.229, 0.273, 0.299, 0.391, 0.316, -0.660, 0.313, 0.323, -0.638, 0.317, 0.316, -0.634, 0.315, 0.303, -0.663, 0.303, 0.322, -0.624], "homo_ev": -10.4934, "total_charge": 0, "e_lumo_ev": 0.0, "homo_lumo_gap_ha": 0.384, "multiplicity": 1, "smiles": "CO.O.O.O.O.O"}



Stability order, top to bottom: model P, model Q